1.
{
  "formula": "C10H16",
  "method": "wB97M-V/def2-TZVPD",
  "symbols": ["C", "C", "C", "H", "H", "C", "C", "H", "H", "H", "H", "H", "C", "C", "H", "H", "C", "H", "H", "C", "H", "H", "C", "H", "H", "H"],
  "xyz": [[-2.7871, 2.2380, -0.2049], [1.8513, -2.0415, 1.4613], [-0.2858, 2.0827, -0.7711], [-1.2460, -0.6999, 1.5910], [-0.3701, -0.7017, -0.5627], [1.5220, -1.5208, -1.2763], [-1.6765, 2.6280, -1.1626], [-0.4609, -1.4449, 2.8990], [-1.5459, 3.7178, -1.2437], [-1.7450, 2.3108, -2.2101], [-2.6485, 2.8072, 0.7152], [-0.0527, 2.2189, 0.2945], [2.7244, -1.9753, -0.8251], [-0.6604, -1.5899, 1.8346], [-1.2693, -2.4961, 1.7545], [1.3375, -1.4276, -2.3417], [2.9293, -2.0837, 0.5956], [3.5996, -1.9257, -1.4618], [0.5555, 2.5796, -1.2660], [0.6030, -1.6830, 1.0349], [2.0897, -2.3491, 2.4819], [-2.9359, 1.1663, -0.0829], [0.4701, -1.3627, -0.3796], [3.9260, -2.0551, 1.0138], [-0.2216, 1.0618, -1.1559], [-3.7026, 2.5460, -0.7320]],
  "atomic_forces_ev_per_a": [[-0.55, 0.66, -1.55], [0.86, -0.84, 1.28], [0.24, 0.32, -0.06], [-0.06, -0.25, -0.55], [-0.25, -0.65, -0.67], [-0.91, -1.17, -0.92], [2.13, 0.27, -0.44], [0.26, -0.35, -0.02], [-0.52, -0.19, 0.29], [-0.88, -0.10, 0.21], [-0.30, -0.42, 0.12], [-0.25, -0.57, -0.08], [0.84, 1.27, 0.52], [0.61, 0.48, 1.03], [0.02, 0.09, -0.28], [0.13, 0.48, 0.13], [-0.46, 0.43, -0.35], [-0.11, -0.50, -0.15], [-0.33, 0.25, -0.23], [-0.97, -0.27, -0.67], [-0.49, 0.51, -0.05], [0.45, -0.11, 0.37], [0.41, 1.14, 0.88], [0.12, -0.55, -0.14], [0.10, -0.12, 0.62], [-0.07, 0.17, 0.68]],
  "multiplicity": 2,
  "s_squared": 0.7692,
  "gap_ev": [9.44, 5.86],
  "lumo_energy_ha": [-0.1711, -0.3026],
  "total_charge": 1,
  "de_lowest_ev": 0.846,
  "e_homo_ha": [-0.5179, -0.5179],
  "energy_ev": -10620.0277
}



2.
{
  "formula": "C2H6N2O",
  "method": "wB97M-V/def2-TZVPD",
  "symbols": ["H", "H", "H", "O", "N", "H", "C", "H", "N", "H", "C"],
  "xyz": [[-1.2284, -0.8852, 1.2353], [0.6062, 1.3013, 0.9582], [1.2563, -0.2344, 0.4883], [1.2423, -0.9505, -1.6890], [-0.3478, 0.2931, -0.6353], [-0.8891, 1.1325, -0.7870], [0.2587, -0.2544, -1.7346], [-0.2864, -0.5200, 2.5254], [-0.6455, -0.1729, 1.6477], [-0.2790, -0.0021, -2.6608], [0.3127, 0.2927, 0.6518]],
  "atomic_forces_ev_per_a": [[0.00, -0.21, 0.03], [-0.08, 0.14, -0.30], [-0.24, -0.52, 0.42], [0.01, -0.19, -0.27], [0.15, 0.88, 0.15], [-0.30, -0.32, -0.31], [-0.09, 0.18, 0.35], [0.38, 0.11, -0.13], [-0.29, -0.20, -0.20], [0.07, -0.06, -0.13], [0.38, 0.20, 0.38]],
  "gap_ev": 10.40,
  "lumo_energy_ha": 0.0344,
  "total_charge": 0,
  "smiles": "NCNC=O",
  "de_lowest_ev": 0.876,
  "e_homo_ha": -0.3477,
  "energy_ev": -7198.9117
}



3.
{
  "formula": "C2HClN2S",
  "method": "wB97M-V/def2-TZVPD",
  "symbols": ["N", "C", "Cl", "C", "N", "H", "S"],
  "xyz": [[-0.0586, -0.4384, -0.9781], [0.9313, 0.3101, -3.5158], [-1.2992, 1.6529, -3.5359], [-0.9455, -0.2183, -0.3133], [-0.1953, 0.5150, -3.1544], [-1.6625, -0.5415, 0.3879], [2.3465, -0.3757, -3.5929]],
  "atomic_forces_ev_per_a": [[1.96, -0.14, -0.61], [0.95, -1.21, 0.46], [-0.74, 0.78, -0.22], [-1.18, -0.96, 1.28], [0.09, 0.29, -1.04], [-0.80, 0.64, 0.47], [-0.29, 0.60, -0.34]],
  "gap_ev": 8.94,
  "lumo_energy_ha": -0.0096,
  "total_charge": 0,
  "smiles": "S=C=NCl.C#N",
  "de_lowest_ev": 1.892,
  "e_homo_ha": -0.3382,
  "energy_ev": -28424.6548
}



4.
{
  "formula": "C19H38In2N2O5",
  "method": "wB97M-V/def2-TZVPD",
  "symbols": ["H", "C", "C", "H", "H", "H", "C", "C", "H", "H", "H", "H", "In", "H", "H", "H", "H", "O", "N", "H", "H", "C", "H", "H", "C", "H", "H", "H", "H", "H", "H", "O", "H", "C", "O", "C", "N", "H", "H", "H", "H", "H", "H", "C", "C", "O", "C", "C", "H", "H", "H", "H", "O", "C", "H", "C", "C", "H", "H", "C", "H", "C", "C", "C", "In", "H"],
  "xyz": [[3.1223, 2.0953, 0.5809], [-0.8796, -2.6895, 0.4044], [2.0389, 1.4716, -1.2316], [1.0342, -3.4846, 3.1704], [2.8327, 4.9303, -2.9463], [-1.8598, -3.8800, 4.9390], [-2.9463, -3.9042, 1.0067], [0.3760, -2.8772, 2.5492], [1.0167, 5.2631, -2.9448], [3.8544, 3.2142, -3.6719], [0.0072, 0.9869, -1.1798], [0.7369, 0.1013, -2.5419], [-3.6480, 1.1642, 2.8266], [-2.6042, -0.5081, 0.1155], [1.4523, 1.8559, 0.8084], [-3.4299, -2.8915, 3.5762], [-1.4327, -4.9563, 3.6752], [-2.8759, 3.7123, 1.1659], [-2.0212, -2.1133, 2.6150], [0.8561, -0.4204, -0.8713], [1.0647, -3.3557, 0.5366], [-2.2829, -2.5561, 1.1844], [0.6050, 1.8924, -4.6510], [-2.9110, -4.3833, 0.0283], [-1.0881, -4.0598, 4.1905], [4.2800, 0.9538, -3.8187], [2.8268, 2.5725, -4.8984], [-4.0309, -3.8469, 1.0986], [1.7933, 4.8246, -4.4454], [3.4430, 0.0584, -1.4860], [-0.2928, -0.7578, 4.0445], [0.8420, 3.5625, -0.9717], [-0.1845, -4.4500, 4.6590], [3.3661, 1.0461, -1.9406], [-2.8020, 1.9887, 0.1589], [0.1690, -3.4908, 1.1428], [1.7206, 2.7904, -1.7609], [2.6150, 0.4719, 0.5317], [2.5431, 0.3772, -3.7791], [-0.3318, 2.4336, -3.2780], [-0.1379, -4.5355, 1.0936], [0.0424, 3.5614, -4.5895], [-0.3618, -1.7309, 0.3713], [-3.0534, -1.4909, 0.2580], [0.8938, 0.4531, -1.5222], [-1.8606, 3.8058, -0.6702], [2.2971, 1.4719, 0.2366], [1.8520, 4.7022, -3.3639], [-2.6264, -4.5736, 1.8052], [4.1802, 1.6752, -1.5806], [-3.9198, -1.2044, 0.8540], [-3.3383, -1.8453, -0.7326], [-3.1893, -1.9818, 3.3860], [1.6814, 3.1830, -3.2218], [0.8044, -1.8825, 2.4264], [3.2720, 1.1110, -3.4349], [0.4353, 2.7413, -3.9887], [-1.4711, -1.3645, 4.9817], [0.1937, -2.0866, 5.1556], [-0.5738, -1.7191, 4.4745], [-0.0258, 3.2283, -1.2101], [2.9808, 2.5793, -3.8193], [-0.9050, -2.7576, 3.3908], [-2.6941, 3.1998, 0.0302], [-0.3928, 5.1648, 1.7378], [-1.0579, -2.8463, -0.6595]],
  "atomic_forces_ev_per_a": [[0.21, 0.28, -0.57], [-0.49, 1.51, 1.51], [1.83, 1.42, -0.22], [0.28, 0.20, -0.27], [-0.27, 0.64, -0.14], [0.24, -0.11, 0.41], [-2.23, -0.97, 1.55], [-0.75, -0.70, -0.94], [0.26, 0.14, 0.13], [-0.13, 0.04, 0.42], [-0.45, 0.07, -0.31], [0.34, 0.41, -0.05], [-0.37, -0.14, 0.18], [1.04, -0.28, 0.04], [-0.24, -0.55, 0.12], [-0.64, -0.74, 0.65], [-0.13, 0.26, -0.79], [-1.87, 1.42, 1.18], [-0.74, -3.05, -0.47], [1.16, 0.05, 0.21], [0.29, -0.44, 0.31], [3.12, 2.11, -3.38], [0.35, -0.04, 0.16], [1.04, 0.41, -0.15], [-2.27, -1.18, 0.26], [-0.04, -0.59, -0.35], [-0.01, 0.26, -0.10], [-0.22, 0.30, 0.47], [0.45, 0.37, 0.04], [0.67, -0.25, -0.49], [0.80, -0.15, -0.40], [3.41, -0.74, -0.42], [0.22, 0.91, 0.11], [0.01, -0.67, 0.17], [-1.60, -3.16, -1.00], [-0.24, -0.15, -0.38], [-4.34, -0.38, -0.79], [-0.48, -0.05, 0.08], [0.27, 0.13, -0.56], [-0.31, 0.08, -0.14], [0.35, -0.24, 0.56], [0.19, 0.12, 0.21], [-0.46, 0.91, 0.10], [-0.56, 0.48, 1.95], [-1.81, 0.32, -0.37], [-0.48, 0.36, -1.87], [0.00, 0.58, 1.39], [-0.64, -0.42, 0.31], [0.21, -0.27, -0.31], [-0.07, -0.01, 0.21], [-0.79, -0.43, -0.37], [-0.02, -0.49, 0.39], [1.11, 0.55, -1.41], [3.27, 0.66, 1.41], [0.20, 0.01, -0.01], [-0.05, 1.01, 0.84], [-1.57, -1.10, 0.21], [-0.12, -0.92, 0.61], [-0.17, 0.09, -0.06], [-0.49, 1.62, 0.44], [-1.84, -0.13, -0.41], [-0.28, -1.58, -1.39], [1.60, 1.37, -0.68], [4.51, 1.26, 1.84], [-0.05, 0.44, 0.06], [-0.22, -0.87, 0.24]],
  "gap_ev": 2.20,
  "lumo_energy_ha": -0.6330,
  "total_charge": 4,
  "de_lowest_ev": 1.063,
  "e_homo_ha": -0.7137,
  "energy_ev": -43829.2833
}



5.
{
  "formula": "C32H46B2CaClF5I2LiN4NaO14S3",
  "method": "wB97M-V/def2-TZVPD",
  "symbols": ["F", "Ca", "H", "H", "C", "C", "C", "C", "C", "C", "H", "H", "H", "O", "H", "O", "H", "C", "O", "C", "H", "O", "H", "O", "C", "F", "S", "H", "H", "O", "N", "H", "H", "F", "C", "H", "H", "S", "H", "Na", "C", "O", "H", "C", "H", "C", "H", "H", "O", "H", "C", "C", "F", "C", "H", "O", "C", "H", "H", "C", "C", "H", "H", "O", "H", "O", "B", "H", "F", "H", "H", "C", "B", "C", "O", "N", "C", "S", "C", "H", "I", "H", "H", "H", "C", "C", "C", "H", "C", "Li", "C", "C", "H", "O", "O", "H", "C", "H", "H", "H", "H", "C", "H", "N", "C", "I", "H", "H", "N", "H", "Cl", "H"],
  "xyz": [[-7.2855, 5.3962, -11.2747], [0.2153, 0.8100, -9.0016], [1.3512, 5.5719, 1.0096], [-3.0714, -7.1670, 1.5397], [-2.7275, 2.2305, -3.2174], [-2.6720, -1.4136, -6.6004], [-1.2988, 8.6600, 2.7207], [-1.3971, 0.9629, 1.7213], [0.6886, 6.3996, 1.2824], [-2.1173, 2.7101, -5.5101], [-5.1053, -5.2584, -0.5786], [-4.6380, -3.7473, 0.1436], [4.8633, -4.6756, 5.9747], [4.8503, 1.7045, 4.5224], [3.1741, -2.2904, 0.9578], [-7.3847, 3.6734, -9.6791], [-3.1598, -2.2892, 1.9466], [-2.7641, 0.3867, -4.8865], [6.1407, 4.8716, 4.1160], [-0.7175, 6.0336, 0.8900], [3.9075, -5.3003, 7.3466], [-1.7441, 6.5439, 1.5983], [0.8172, 6.5489, 2.3527], [-2.7964, 3.4169, -10.6528], [4.9702, -1.1054, 1.7171], [-3.7830, 4.6788, -8.9166], [2.1790, -0.7959, 2.6769], [-2.6272, 3.8892, -1.8446], [-1.3819, -2.1999, 2.6806], [-3.1443, -0.4093, -4.0356], [-3.6818, -6.6847, 0.8929], [-2.7901, -1.0472, 3.3339], [0.9886, 7.2988, 0.7391], [4.6595, 1.8371, 6.9063], [-1.9400, 2.2771, -6.9105], [-1.8200, 1.1893, 2.7982], [-1.8426, 5.4976, -3.5670], [-4.1031, 3.5652, -10.0131], [4.8786, -0.6644, 0.6159], [-2.4847, -8.9695, 1.6736], [2.7124, -4.4732, 5.7350], [4.7499, 3.8092, 5.5498], [-0.3399, 8.8139, 2.2171], [2.9352, -7.5364, 6.0464], [3.3796, -6.4888, 3.6944], [-2.1130, -0.9215, -8.8996], [0.9841, -0.6501, 0.3733], [-1.9579, -1.2541, -9.9236], [-1.6164, 3.0837, -7.7736], [-2.9488, -2.1374, -5.8356], [5.6179, 2.5738, 3.8511], [5.3783, -7.2564, 6.3547], [0.7682, 2.3931, 2.4296], [-2.4614, -1.8424, -7.9119], [-2.5829, 7.0793, 3.3811], [-0.9264, 5.3413, -0.1043], [3.5708, -1.9099, 2.0127], [2.2409, 0.7261, 0.7062], [-1.2613, 9.1552, 3.6941], [-2.0437, 4.4636, -3.8389], [-2.1496, 0.8561, -7.2550], [-1.1820, -0.9144, 0.3829], [1.9540, -3.8298, 4.0540], [-4.5011, 2.4235, -9.1984], [-1.6785, 1.1388, -9.3495], [2.7544, -4.3249, 4.3218], [4.2495, 2.4336, 5.6445], [2.6877, -3.4717, 6.1772], [2.7993, 2.4194, 5.5319], [5.9067, -1.8441, 1.6710], [-1.5266, 4.7554, -5.9087], [5.5563, 3.8644, 4.4812], [0.2363, 1.1416, 1.7689], [-1.6138, 7.1868, 2.8829], [6.2639, 2.2894, 2.8555], [-4.5655, -4.7556, 0.1055], [3.9535, -5.2193, 6.2547], [-6.4393, 4.6983, -10.1061], [-1.9559, 0.4266, -8.5744], [5.0658, -5.8782, 3.9411], [-2.2094, 2.5308, 0.3819], [2.0528, -7.1555, 5.5259], [-4.2057, -7.2221, 0.2230], [1.7891, -4.9877, 6.0126], [-1.9257, -0.4909, 1.1810], [-2.5218, -0.0606, -6.2726], [4.3377, -6.6544, 4.1918], [4.7176, -7.6357, 3.8964], [1.3615, 0.0876, 1.1996], [2.8875, -4.0726, 2.1740], [-2.4814, 3.5599, -2.8711], [-1.8656, 4.0427, -5.1585], [6.2379, -6.6372, 6.0825], [-6.2678, 5.8282, -9.1991], [-3.0935, -4.7129, 1.8106], [-2.0614, 9.1489, 2.1052], [-2.3319, -1.5451, 2.3764], [5.5116, -8.2776, 5.9846], [2.7848, -7.5121, 7.1295], [5.2363, -7.2629, 7.4393], [-3.0644, 1.5295, -2.4554], [-3.7390, -5.3441, 0.9888], [5.2369, -0.2729, 2.4965], [-5.1867, 4.2367, -10.9333], [-2.5355, 1.8028, -4.5378], [-3.8125, -0.0904, 0.0572], [3.1482, -8.5562, 5.7121], [-2.5714, -2.8950, -8.1629], [4.1295, -6.6614, 5.7077], [3.7258, -2.8677, 2.7064], [2.4947, 2.9820, 3.7892], [-0.8849, 6.6659, 3.5111]],
  "atomic_forces_ev_per_a": [[1.01, -0.48, -0.21], [2.41, 0.77, 0.07], [-0.17, 0.25, -0.19], [-0.52, 1.33, -0.20], [0.05, 0.19, -0.04], [0.05, -0.09, -0.45], [0.12, 0.13, -0.23], [0.01, -0.78, 0.83], [0.28, -0.52, 0.32], [0.03, 0.38, 0.03], [0.03, 0.12, 0.10], [-0.02, -0.21, -0.06], [-0.15, -0.17, 0.07], [0.03, 0.14, 0.08], [0.80, 0.50, 1.91], [2.05, 0.63, -0.51], [2.13, 1.58, 1.10], [-0.61, -0.33, 1.85], [-0.97, -1.88, 0.48], [-0.03, -0.38, -1.05], [-0.05, 0.03, -0.25], [-0.15, -0.68, -0.36], [-0.05, 0.25, -0.05], [-1.57, -0.03, -0.07], [0.69, -0.49, -0.73], [-0.13, -0.17, -0.16], [0.06, -0.64, -0.52], [0.05, 0.12, -0.39], [-2.02, 1.46, -0.59], [0.37, 0.31, -0.93], [0.43, -2.47, 0.09], [1.03, -0.63, -2.01], [-0.02, -0.08, 0.09], [-1.36, 0.74, -1.99], [-0.12, 1.63, 0.11], [0.64, -0.40, -2.20], [-0.05, -0.22, -0.06], [2.10, -0.86, 0.67], [0.19, -0.68, 2.58], [0.33, -0.84, 0.07], [0.16, -0.23, 0.60], [-0.26, -0.69, -0.37], [-0.06, -0.03, 0.16], [0.35, 0.34, -0.07], [0.26, 0.04, 0.22], [0.18, 0.06, -0.15], [0.54, 1.26, 1.78], [-0.17, 0.01, 0.07], [0.80, -1.09, -0.12], [0.03, 0.34, -0.07], [1.11, -3.32, -2.82], [-0.42, 0.26, -0.12], [-2.83, -4.11, -3.23], [-0.02, 0.09, 0.36], [0.10, -0.17, -0.34], [-0.13, 1.23, 1.44], [0.51, 0.01, -1.78], [-1.92, -1.23, 1.03], [-0.02, -0.07, -0.09], [0.01, -0.16, -0.26], [-0.06, -0.36, -0.20], [-1.58, 0.63, 1.64], [0.09, -0.02, 0.66], [0.10, 0.89, -0.80], [-1.86, 0.56, -0.23], [-0.41, 0.31, -1.19], [2.83, -0.52, 2.55], [0.18, -0.24, 0.25], [0.34, -0.57, 1.95], [-2.16, 1.41, 0.15], [-0.16, -0.26, 0.07], [0.78, 4.92, 1.05], [0.22, 2.36, 1.08], [0.11, 0.30, 0.13], [-1.04, 0.26, 1.43], [-0.35, 0.47, -0.42], [-0.23, -0.26, -0.66], [-5.20, 2.08, 1.83], [-1.57, -0.89, 0.60], [-0.16, -0.16, 0.07], [2.23, 0.89, 1.59], [0.19, -0.07, 0.11], [-0.07, 0.13, 0.01], [0.08, -0.01, 0.10], [-0.04, 0.30, 0.73], [0.16, -0.58, -0.76], [-0.06, -0.33, 0.53], [0.01, 0.15, 0.15], [1.71, 0.36, -1.41], [-0.52, -0.65, -0.37], [-0.06, -0.27, -0.37], [0.02, 0.12, 0.18], [-0.18, -0.13, 0.07], [0.75, -1.81, -1.10], [0.12, -0.44, 0.02], [0.04, -0.12, 0.18], [0.03, -0.91, -0.58], [-0.07, 0.26, 0.06], [0.03, -0.04, -0.21], [0.05, 0.02, -0.23], [0.09, 0.04, -0.30], [0.05, 1.93, 0.33], [-0.85, -1.53, -1.50], [1.39, -0.74, 0.56], [-0.06, 0.14, 0.43], [-0.21, -2.42, 0.30], [-0.01, 0.24, 0.09], [-0.02, 0.25, 0.01], [0.07, 0.15, -0.15], [0.36, 3.15, -0.57], [-0.23, 0.95, -1.15], [0.01, 0.04, -0.19]],
  "gap_ev": 1.09,
  "lumo_energy_ha": -0.2503,
  "total_charge": 2,
  "e_homo_ha": -0.2902,
  "energy_ev": -167763.1044
}



6.
{
  "formula": "C3H11N4",
  "method": "wB97M-V/def2-TZVPD",
  "symbols": ["H", "N", "H", "N", "C", "H", "C", "N", "H", "H", "H", "H", "N", "H", "H", "C", "H", "H"],
  "xyz": [[-1.3071, -1.5947, -3.1554], [1.7718, 1.4650, 2.2003], [-1.6512, -0.0285, -3.2999], [-0.3264, -0.3636, -0.5260], [2.6293, 1.6077, 1.2957], [3.1297, 2.5539, 1.1023], [-1.3746, -0.5732, -1.3891], [-1.0708, -0.6791, -2.7769], [0.0946, 0.3238, 2.3861], [1.4671, -0.5618, 1.5687], [-0.4413, -0.4440, 0.4636], [1.4728, -0.2631, 3.3097], [-2.6986, -0.6410, -0.9030], [-3.2963, 0.0812, -1.2927], [0.6095, -0.2836, -0.8734], [1.1695, 0.1483, 2.3458], [-3.1265, -1.5389, -1.0857], [2.9486, 0.7916, 0.6298]],
  "atomic_forces_ev_per_a": [[0.13, -0.08, 0.08], [0.11, -0.03, 0.01], [0.15, 0.09, -0.09], [0.20, 0.20, 0.29], [0.35, -0.19, -0.46], [-0.18, 0.14, 0.28], [-0.44, -0.30, -0.84], [-0.06, 0.14, 0.19], [-0.07, -0.36, -0.07], [-0.11, 0.00, -0.11], [-0.22, -0.06, 0.00], [-0.09, 0.02, 0.04], [0.43, 0.15, 0.38], [-0.05, 0.00, 0.06], [-0.07, -0.06, -0.20], [0.21, 0.50, 0.38], [-0.15, -0.11, -0.01], [-0.14, -0.07, 0.07]],
  "multiplicity": 2,
  "s_squared": 0.7532,
  "gap_ev": [6.39, 9.99],
  "lumo_energy_ha": [0.0317, 0.0303],
  "total_charge": 0,
  "de_lowest_ev": 0.691,
  "e_homo_ha": [-0.2031, -0.3367],
  "energy_ev": -9247.1584
}